[1]
# C2H2NOPS

C2H2NOPS in the gas phase (wB97M-V/def2-TZVPD, the Open Molecules 2025 dataset).

Structure (XYZ):
```
8
Properties=species:S:1:pos:R:3:forces:R:3:mulliken_charge:R:1
S 3.460266 0.138731 -0.149433 -2.364 -0.875 -0.847 0.3706
P 1.596961 -2.221343 0.099679 -0.082 0.229 0.124 -0.0601
O 1.862723 1.042626 0.175046 0.344 -0.819 -0.206 -0.4343
N 4.651086 0.823470 0.157598 1.561 1.080 0.762 -0.2377
C 0.461712 -0.929306 -0.120917 1.496 0.298 0.323 -0.3470
C 0.711743 0.416753 -0.108597 2.520 -0.760 0.862 -0.0342
H 0.000296 1.113161 -0.359872 -1.933 1.425 -0.586 0.4301
H -0.538828 -1.129288 -0.342754 -1.541 -0.579 -0.432 0.3125
```
Forces are in eV/Å.

- net charge = 0
- E_HOMO (spin up / spin down) (eV) = -7.73 / -8.23


[2]
# C2H2NPS

C2H2NPS in the gas phase (wB97M-V/def2-TZVPD, the Open Molecules 2025 dataset).

Structure (XYZ):
```
7
Properties=species:S:1:pos:R:3:forces:R:3:mulliken_charge:R:1
S 1.865777 0.353115 -0.013125 -0.730 -0.043 0.011 0.2768
P -1.238778 0.462008 0.032802 1.507 -0.463 -0.105 0.1188
N 1.812145 -1.116602 0.012560 -0.499 -0.542 -0.011 -0.3913
C -1.294064 -1.137926 -0.000716 0.378 1.460 0.044 -0.2105
C 0.351428 1.171890 0.000101 -0.612 0.129 0.009 -0.4567
H -1.943853 -1.975887 0.001985 0.089 -0.815 0.019 0.3259
H 0.447346 2.243404 -0.033610 -0.133 0.275 0.033 0.3370
```
Forces are in eV/Å.

- net charge = 0
- E_HOMO (spin up / spin down) (eV) = -8.66 / -8.66


[3]
# C2H2O2

2 unconnected molecules or ions with the total composition C2H2O2 (wB97M-V/def2-TZVPD, the Open Molecules 2025 dataset).

Structure (XYZ):
```
6
Properties=species:S:1:pos:R:3:forces:R:3:mulliken_charge:R:1
O -1.441935 -0.523342 0.323269 -2.582 -2.532 -0.565 -0.4006
O -0.592781 1.025752 0.041302 1.391 3.263 -0.707 -0.1305
C 0.555666 1.042855 -0.026226 1.354 -3.271 0.784 0.2517
C 1.683878 -0.378549 0.439599 -2.334 3.019 1.774 -0.2644
H -2.237906 -0.440361 -0.299043 1.425 0.024 1.092 0.3191
H 2.033078 -0.726357 -0.478899 0.746 -0.503 -2.378 0.2247
```
Forces are in eV/Å.

- net charge = 0
- E_HOMO (spin up / spin down) (eV) = -9.20 / -10.30


[4]
# C2H2O2PS

A gas-phase ion, C2H2O2PS (charge -1) (wB97M-V/def2-TZVPD, the Open Molecules 2025 dataset).

Structure (XYZ):
```
8
Properties=species:S:1:pos:R:3:forces:R:3:mulliken_charge:R:1
S -2.968290 1.267392 0.439943 -0.140 0.104 -0.275 -0.4180
P -1.740655 0.376337 -0.773148 -0.250 0.186 0.183 0.0555
O 1.001607 -1.914381 0.415480 -0.507 -1.829 -0.404 -0.6140
O -1.012340 -0.721636 0.060847 1.061 -0.129 -0.153 -0.1807
C 1.272462 0.296635 -0.151740 -1.976 2.834 -0.575 -0.8748
C 0.611493 -0.849928 0.031456 0.857 -1.346 1.619 0.6783
H 0.500214 1.082526 -0.029132 1.428 0.503 -0.371 0.1067
H 2.335506 0.463053 0.006293 -0.474 -0.323 -0.023 0.2470
```
Forces are in eV/Å.

- net charge = -1
- SMILES = C=C([O-])OP=S
- E_HOMO (eV) = -3.59


[5]
# C2H2O2S

A molecular structure, C2H2O2S (wB97M-V/def2-TZVPD, the Open Molecules 2025 dataset).

Structure (XYZ):
```
7
Properties=species:S:1:pos:R:3:forces:R:3:mulliken_charge:R:1
S 2.015669 -0.691614 0.515797 -2.876 1.741 -0.988 -0.2062
O -2.141859 -0.149895 0.887324 1.217 0.439 -1.054 -0.4349
O -0.556771 1.480026 0.184312 0.174 -0.891 0.093 -0.2737
C -1.196075 0.286569 0.310664 -0.320 -0.172 0.562 0.8490
C 0.057626 0.293382 -0.416918 1.410 -0.204 3.592 -0.5511
H 0.462949 0.425436 -1.354079 0.190 -0.124 -2.123 0.4681
H 1.358458 -1.643902 -0.127101 0.205 -0.788 -0.081 0.1488
```
Forces are in eV/Å.

- net charge = 0
- E_HOMO (eV) = -9.83


[6]
# C2H2O2S

C2H2O2S in the gas phase (wB97M-V/def2-TZVPD, the Open Molecules 2025 dataset).

Structure (XYZ):
```
7
Properties=species:S:1:pos:R:3:forces:R:3:mulliken_charge:R:1
S -1.029849 -0.243727 -0.517432 -0.759 -0.682 0.089 -0.1992
O 1.384760 1.198163 -0.419938 0.327 -0.666 -0.177 -0.3334
O 2.705112 -0.795815 -0.084344 -0.804 1.057 -0.205 -0.4631
C 1.773878 -0.053600 -0.051388 -0.693 0.060 0.378 0.6517
C 0.397545 0.349626 0.298842 1.441 0.216 3.153 -0.0927
H -1.252939 -1.125217 0.517956 0.016 0.527 -0.758 0.1568
H 0.207752 0.691925 1.418235 0.472 -0.513 -2.479 0.2799
```
Forces are in eV/Å.

- net charge = 0
- SMILES = O=C1O[C@H]1S
- E_HOMO (eV) = -9.66


[7]
# C2H2O2S

C2H2O2S in the gas phase (wB97M-V/def2-TZVPD, the Open Molecules 2025 dataset).

Structure (XYZ):
```
7
Properties=species:S:1:pos:R:3:forces:R:3:mulliken_charge:R:1
S 0.247263 -1.578540 -0.009596 -0.074 1.249 0.107 -0.2096
O 1.503202 0.882891 -0.210918 -0.919 0.661 1.876 -0.4886
O -2.247532 0.402018 0.151610 3.827 0.739 0.817 -0.4511
C 0.258977 0.316991 0.081185 0.732 -2.189 0.157 0.0669
C -1.042092 0.495777 0.239545 -2.427 0.369 -1.179 0.5688
H -0.760775 -1.528377 -0.887544 0.118 -0.508 -0.248 0.1472
H 2.040954 1.009241 0.635720 -1.259 -0.322 -1.529 0.3663
```
Forces are in eV/Å.

- net charge = 0
- SMILES = O=C=C(O)S
- E_HOMO (eV) = -8.90


[8]
# C2H2O2S2

C2H2O2S2 in the gas phase (wB97M-V/def2-TZVPD, the Open Molecules 2025 dataset).

Structure (XYZ):
```
8
Properties=species:S:1:pos:R:3:forces:R:3:mulliken_charge:R:1
S 1.872519 1.035125 -0.321665 -0.108 -0.811 0.165 -0.1286
S -1.439547 1.478364 0.172713 -0.498 1.062 -0.076 -0.3543
O 0.990692 -1.427811 -0.018812 0.525 -0.247 -0.042 -0.5659
O -1.476719 -1.085462 0.184327 -1.102 0.858 -0.119 -0.4500
C -0.797187 0.028742 0.054483 -0.030 0.101 0.559 0.2496
C 0.691312 -0.261835 -0.064342 0.534 0.283 -0.418 0.7223
H 0.990236 2.006925 -0.108480 -0.314 0.262 -0.021 0.1334
H -0.831306 -1.774048 0.101777 0.993 -1.508 -0.047 0.3934
```
Forces are in eV/Å.

- net charge = 0
- SMILES = O=C(S)C(O)=S
- E_HOMO (eV) = -9.54


[9]
# C2H2O2S2

C2H2O2S2 in the gas phase (wB97M-V/def2-TZVPD, the Open Molecules 2025 dataset).

Structure (XYZ):
```
8
Properties=species:S:1:pos:R:3:forces:R:3:mulliken_spin:R:1
S -3.802097 0.976653 0.190348 -0.173 -0.417 -0.981 0.3278
S -3.954792 -0.992477 -0.192940 -2.441 0.549 0.268 1.2941
O -2.259325 -1.109776 0.325586 1.830 1.032 -0.464 0.2972
O -2.180791 1.118675 -0.314272 -1.893 1.537 0.670 0.0865
C -1.536952 0.031284 0.065743 2.645 -3.805 0.223 -0.0393
C -0.205222 -0.001131 0.021779 0.855 -0.827 0.598 0.0313
H 0.181442 0.982409 0.080509 0.862 0.759 -0.419 0.0027
H 0.525221 -0.871474 0.071286 -1.685 1.172 0.106 -0.0003
```
Forces are in eV/Å.

- net charge = 0
- E_HOMO (spin up / spin down) (eV) = -7.04 / -8.61
- 2S+1 = 3


[10]
# C2H2O3

2 unconnected molecules or ions with the total composition C2H2O3 (wB97M-V/def2-TZVPD, the Open Molecules 2025 dataset).

Structure (XYZ):
```
7
Properties=species:S:1:pos:R:3:forces:R:3:mulliken_charge:R:1
O -1.285160 1.560965 0.644788 0.965 -1.582 -3.857 -0.6313
O -1.184266 2.229232 -1.859894 0.797 -3.673 0.432 -0.3711
O -0.089525 0.292118 -1.321022 2.282 2.549 -1.172 0.0120
C 0.128194 -0.878833 -1.003313 1.145 -5.767 1.873 -0.2115
C -0.904480 1.220027 -1.259978 -3.548 7.397 3.591 0.7352
H -1.423833 2.499459 0.470294 -0.118 0.065 0.001 0.2856
H 1.257180 -1.039499 -0.694690 -1.522 1.011 -0.868 0.1812
```
Forces are in eV/Å.

- net charge = 0
- E_HOMO (eV) = -9.81


Values for largest force on an atom, eV Å⁻¹, ordered as above
2.8 1.6 4.2 3.5 3.9 3.5 4.0 1.8 4.6 9.0
Values for ΔE to the lowest compared entry with this formula, charge and spin, kcal per mole, ordered as above
57.3 151.2 187.5 13.2 71.0 33.4 51.7 5.5 37.5 157.5